# 1
Entry from the Open Molecules 2025 dataset: a molecular structure, C41H65BBrCl2N3O3P2Ti (the ωB97M-V functional and the def2-TZVPD basis).

Summary:
energy relative to the best compared isomer or geometry (same formula, charge and spin): 9.7 kcal/mol
LUMO energy: -0.372 eV

```
119
Properties=species:S:1:pos:R:3:mulliken_charge:R:1
C 4.5669 0.8364 3.4129 -0.97
C -4.8678 -0.1048 -0.9425 2.71
O -0.8406 1.7709 -1.7264 0.35
C 2.7227 1.5555 -2.7141 2.01
C 4.2459 1.6592 -2.8669 -1.73
H 1.5638 1.9117 4.5817 0.49
H -3.7424 4.5862 3.0793 0.41
H -4.7964 1.9077 -1.7284 0.66
H 0.7174 5.0718 0.7193 0.77
H -7.4484 -2.5338 4.3137 0.46
C -1.0080 4.2476 1.7081 2.49
H 2.6132 3.5950 -2.0532 0.81
C 4.2090 0.4063 2.1403 -0.72
H 4.2547 -2.3094 -4.2561 0.55
Cl -2.0510 2.6453 -5.3029 -0.15
H -3.3808 1.5111 -0.7263 -0.45
C -5.2052 -1.6259 1.0667 -0.66
C -3.4268 -2.5829 2.3218 -0.49
C 3.0133 -0.3418 -0.5362 -1.42
H -0.1491 4.4000 3.7130 0.27
C -6.6964 -2.0616 3.6778 -1.53
H 4.9444 -0.0312 1.4773 0.51
H -7.4652 -4.5322 2.7522 0.48
C -1.3310 2.5370 -2.6659 -0.01
H -4.4594 3.5604 1.8302 0.31
H 4.7327 -1.0960 -3.0693 0.32
H -6.1182 -4.8013 1.6350 0.36
H -3.4646 2.6209 5.2633 0.58
C 2.5892 -2.8059 -2.3550 -1.97
C -0.4781 1.5523 2.7046 -1.53
C -3.8021 1.1463 3.0216 -2.06
Ti -0.5352 0.0422 -1.0574 -1.34
H -0.9872 0.6806 3.1293 0.35
H -4.7180 -1.7502 -2.3515 0.35
C -4.4531 1.3714 -0.8381 -1.38
H -3.2544 -0.7893 -2.2630 -0.04
H 1.0873 3.5986 1.6246 0.14
C 1.9210 1.0896 2.6131 1.07
C 2.2850 1.5040 3.8872 -1.11
H 0.5950 -1.9958 -3.9588 0.09
H -4.2714 1.0352 2.0451 -0.19
C 2.2997 2.6144 -1.6859 -1.82
H 3.2176 -1.4030 -0.3888 0.51
C 3.9718 -1.3533 -3.8079 -1.97
C 2.8853 0.5404 1.7563 0.07
C 3.6158 1.3748 4.2713 -0.86
H 2.7698 2.4565 -0.7133 0.14
H 3.9773 0.1679 -0.6102 0.13
H -1.4295 6.0731 0.6375 0.53
H -6.2666 -1.5325 0.8919 0.50
C -2.9597 -1.0457 0.5007 -0.24
H -4.9957 3.4256 3.5086 0.53
N -0.8403 -3.0635 -2.1119 -0.78
H -4.5622 -3.3910 4.7555 0.41
H 0.2249 3.5027 0.0781 0.36
H 1.4338 -0.7478 -4.9018 0.27
H -7.2161 -1.4414 2.9460 0.31
H 5.5937 0.7413 3.7402 0.40
C -4.1227 3.5874 2.8693 -2.10
H -4.5694 -4.7846 3.6610 0.42
C -1.8988 5.0965 0.7900 -1.76
H -1.9694 1.7797 4.8915 0.31
O -1.2997 3.7346 -2.6682 -0.64
C 2.0718 1.8811 -4.0610 -1.82
H 0.9852 1.8127 -4.0194 0.13
H -5.9640 -4.4580 4.6889 0.45
C -0.6271 -1.9892 -1.7418 0.03
H -6.7153 0.4668 -1.8752 0.46
H 2.4246 1.2198 -4.8536 0.36
H -0.1324 2.1524 3.5455 0.00
H -6.8562 0.3047 -0.1262 0.44
C 2.5796 -1.5160 -3.1937 2.33
H -2.0085 4.6260 -0.1888 0.15
H -4.6814 -0.1529 -3.1042 0.51
H 1.2229 2.6424 -1.5486 -0.13
H -6.0829 -1.4060 4.2992 0.30
C -5.8292 -3.1313 2.9987 2.02
C -6.3974 -0.1286 -1.0174 -2.48
C -2.5954 2.6235 4.5980 -2.05
C -4.3398 -0.7323 -2.2408 -1.45
N 2.2586 0.2026 0.5648 0.35
B 0.8583 0.5316 0.6466 1.41
H -2.8908 5.2674 1.2059 0.34
H -6.7850 -1.1393 -1.1563 0.44
P 2.0504 -0.0915 -2.0862 0.86
C -6.7161 -4.0354 2.1319 -1.65
H -4.9318 1.8419 0.0238 0.32
C -4.3406 -0.9282 0.2386 -1.23
P -1.7690 2.5240 1.7873 0.65
H -3.0320 -3.2175 3.1009 0.55
Cl -1.3343 0.1390 -3.9978 0.03
H -2.0435 3.5413 4.7839 0.28
H 3.9826 -0.6083 -4.6022 0.29
H -7.2419 -3.4675 1.3634 0.29
H -3.1320 0.2962 3.1659 0.22
H -4.5851 1.0814 3.7840 0.88
Br -0.6840 -2.1288 1.8415 0.03
N 0.6887 1.1117 1.9575 0.60
C 1.5625 -1.6688 -4.3326 -1.59
H 2.5284 -3.6572 -3.0368 0.56
C 0.3397 4.0824 0.9943 -2.37
H 3.5171 -2.9033 -1.7898 0.44
H 2.3294 2.9049 -4.3435 0.51
H 1.9278 -2.4365 -5.0197 0.59
H 4.6221 1.1350 -3.7394 0.36
C -4.7877 -2.4405 2.1211 0.02
H 4.4926 2.7165 -2.9919 0.50
H 3.9111 1.6940 5.2621 0.40
C -5.1841 -3.9892 4.0867 -2.23
C -2.5342 -1.8960 1.5140 0.62
H 4.7934 1.3098 -1.9910 0.23
C -0.7622 4.9840 3.0230 -1.92
C -3.0851 2.4965 3.1514 2.69
C -2.0500 1.7557 -3.7889 0.81
H -1.6874 5.2589 3.5277 0.36
O -2.0588 -0.3325 -0.1975 1.90
H -3.0824 1.5961 -3.4854 -0.08
H 1.7439 -2.8867 -1.6749 0.28
H -0.2179 5.9102 2.8135 0.49
```

=====

# 2
Entry from the Open Molecules 2025 dataset: a molecular structure, C41H67MnN2P3Si at a distorted geometry (the ωB97M-V functional and the def2-TZVPD basis).

Summary:
total charge: +2
energy relative to the best compared isomer or geometry (same formula, charge and spin): 2.6 kcal/mol
expectation value of S²: 3.979
LUMO energy (spin up / spin down): -5.094 / -5.096 eV
spin multiplicity: 4

```
115
Properties=species:S:1:pos:R:3:mulliken_charge:R:1
C -0.7388 -2.2935 3.5338 0.45
H -3.0818 -0.1442 -2.0872 -0.14
H 1.9999 -4.6155 -2.7126 0.27
H 1.2474 -5.8668 -1.7399 0.51
H -1.2511 0.8981 -1.5730 0.77
H -3.7100 -0.2649 1.8831 0.32
C -4.4725 0.4580 -0.6110 -0.87
C -0.5211 -2.4251 -3.2271 0.59
H -5.0520 -1.3959 2.1918 0.51
C -1.3442 4.0744 0.1519 1.54
H 4.1526 -2.7802 4.5245 0.45
C 1.7778 -1.2732 2.6280 -0.39
C -0.0348 3.3238 -2.4904 0.46
H -2.1327 -1.2246 4.8321 0.41
H -0.4883 6.0819 0.0205 0.30
H -0.2270 0.1338 4.6881 0.98
C 0.4349 4.7479 -2.7839 -1.68
C 3.7490 0.1409 -1.9258 0.12
H 4.0475 1.2961 1.3036 0.43
H 2.1882 -2.7192 -3.9793 0.43
H 0.1837 -0.6390 -4.2510 0.37
H 0.7414 2.3627 4.2989 0.63
H -2.5359 -2.9107 4.5435 0.50
H -1.6794 3.4363 0.9786 -0.06
C 1.0833 -4.8843 -2.1857 -1.69
C 0.8900 1.5747 3.5579 -1.88
C -4.4146 -0.9593 1.4253 -0.95
C -3.6894 -2.0101 0.6149 -0.76
C 1.4524 3.0207 0.0001 0.75
H -1.3147 -1.3056 -4.8974 0.55
C 3.2633 4.5003 0.6338 -1.25
C -2.1361 -2.0091 4.0757 -1.84
H -2.3816 -2.1096 -0.9189 -0.82
H 4.1985 0.9589 -1.3737 0.47
H 2.0612 -4.8577 0.3507 0.64
H -1.1685 -4.4015 3.2575 0.53
C -1.5764 1.2485 3.4366 -1.21
C 3.9880 3.4047 1.0750 -1.06
H 0.9081 2.4656 -4.2291 0.67
H -1.0495 3.1930 -2.8793 0.76
Si 1.7062 0.0704 0.1461 -0.59
H -0.0090 5.1931 1.4773 0.39
H 3.6703 5.4997 0.7089 0.47
C 1.9875 -1.4647 -2.2263 -0.15
H 1.8738 1.1386 3.7238 0.27
H -1.7078 2.0645 4.1498 0.60
C 3.9147 -1.2374 1.5248 0.38
H -1.5968 1.6808 2.4311 -0.10
C 3.8066 -1.3506 -3.8084 -1.06
C 4.4865 -1.9246 2.5828 -1.01
P 0.3995 -2.1483 -1.6448 0.33
C -0.6824 -3.5850 2.7205 -1.12
H -4.4200 -2.6858 0.1460 0.50
C 2.6187 -1.9227 -3.3861 -0.42
H -5.7787 0.5748 1.0151 0.39
C -0.8208 5.3668 0.7738 -1.65
H 5.5333 -2.1981 2.5534 0.47
H 0.8922 2.0406 2.5710 0.33
C 0.7727 -3.8820 -1.0761 0.77
C 2.0016 4.3039 0.1031 -0.89
H -2.2884 5.0604 -1.5450 0.36
P -0.2044 2.9093 -0.7174 0.36
C 2.1908 1.8948 0.3988 1.35
C 4.3709 -0.3115 -3.0784 -0.89
H -1.6384 5.8380 1.3219 0.48
P -0.0141 -0.9023 2.5335 0.85
C 3.7112 -2.2584 3.6858 -0.90
H -0.1490 5.5066 -2.2609 0.34
H -2.6868 -2.5202 -2.9831 0.56
C 2.5634 -0.8832 1.5361 0.51
H -3.0753 -2.6060 1.2824 0.27
H -1.7615 1.2875 0.1558 -0.33
H -2.9398 3.4526 -1.2161 0.27
C -3.6879 -0.6246 -1.3250 -0.17
C -1.8301 -3.1999 -3.0022 -1.94
H -2.8312 -1.7117 3.2952 0.25
H 1.7865 -2.2180 4.5788 0.41
H 0.2803 -4.9906 -2.9146 0.35
C -1.0304 1.4004 -0.6376 -1.66
Mn -0.5138 -0.6785 0.1200 1.02
C 2.3637 -1.9372 3.7075 -0.81
C -0.7560 -1.1192 -3.9783 -1.82
H -3.3455 4.8201 -0.1639 0.46
C -2.5497 4.3600 -0.7509 -1.66
H -1.1890 -3.4735 1.7539 -0.04
H -5.1570 0.9663 -1.2875 0.45
N -5.2852 -0.1543 0.4979 0.00
H 4.9695 3.5397 1.5105 0.47
C 0.8981 2.3052 -3.1499 -1.20
H -4.3853 -1.3022 -1.8375 0.78
H 0.1325 -3.0364 -3.8508 0.97
H -2.0160 -3.8991 -3.8176 0.41
N -2.8327 -1.3680 -0.3870 0.46
H -1.3291 -0.4082 -3.3801 0.19
H -0.0946 -2.4148 4.4067 0.32
H 4.2874 -1.7081 -4.7094 0.46
H -1.8307 -3.7938 -2.0846 0.37
H -6.0024 -0.7655 0.0989 0.42
H 1.4447 5.1665 -0.2315 0.66
H -3.8094 1.1869 -0.1508 0.25
C 1.9164 -3.8584 -0.0638 -1.39
H 5.2941 0.1443 -3.4126 0.49
H 0.3441 -3.8848 2.5136 0.22
H -2.4296 0.5774 3.5497 0.14
H 1.7309 -3.1718 0.7594 -0.08
C 2.5555 -0.4303 -1.4727 0.25
H 4.5282 -0.9871 0.6652 0.45
H -0.1341 -4.2047 -0.5511 0.42
C -0.2371 0.5513 3.6757 0.31
H 2.8496 -3.5555 -0.5426 0.24
H 0.6009 1.2736 -2.9613 -0.10
H 1.4851 4.8750 -2.5234 0.37
C 3.4559 2.1312 0.9506 -0.38
H 0.3409 4.9396 -3.8533 0.48
H 1.9189 2.4267 -2.7833 0.23
```

=====

| no. | energy (eV) |
| --- | --- |
| 1 | -191647.328 |
| 2 | -113636.902 |